No. 1
{
  "formula": "C6H36O13Y",
  "method": "ωB97M-V with the def2-TZVPD basis set",
  "charge": 1,
  "gap_ev": 6.7,
  "homo_energy_ev": -12.05,
  "e_above_lowest_ev": 1.584,
  "species": ["Y", "C", "C", "C", "O", "H", "H", "H", "H", "H", "H", "H", "C", "C", "C", "O", "H", "H", "H", "H", "H", "H", "H", "O", "H", "H", "O", "H", "H", "O", "H", "H", "O", "H", "H", "O", "H", "H", "O", "H", "H", "O", "H", "H", "O", "H", "H", "O", "H", "H", "O", "H", "H", "O", "H", "H"],
  "xyz": [[-3.042, 1.515, -0.587], [0.501, -0.145, -0.421], [0.145, 0.651, 0.824], [1.329, 1.463, 1.323], [-0.959, 1.502, 0.503], [1.329, -0.779, -0.085], [0.896, 0.446, -1.253], [-0.275, -0.813, -0.785], [-0.103, -0.146, 1.533], [2.137, 0.819, 1.675], [1.074, 2.085, 2.183], [1.827, 2.090, 0.580], [-1.279, -1.673, -3.340], [-2.670, -1.133, -3.068], [-3.741, -2.168, -3.346], [-2.792, -0.460, -1.816], [-1.244, -1.980, -4.389], [-0.977, -2.494, -2.690], [-0.521, -0.885, -3.386], [-2.733, -0.310, -3.794], [-3.990, -2.732, -2.441], [-3.372, -2.939, -4.020], [-4.691, -1.762, -3.690], [-2.050, -2.919, -0.179], [-2.952, -3.027, 0.138], [-2.083, -2.150, -0.777], [-1.101, 3.038, 3.521], [-0.855, 2.682, 2.658], [-0.323, 2.898, 4.074], [1.219, -3.091, 1.880], [0.982, -3.979, 2.168], [0.638, -2.500, 2.397], [4.734, 1.926, 0.007], [4.221, 1.848, -0.801], [5.020, 1.018, 0.202], [-0.208, -1.695, 3.894], [-0.819, -1.017, 3.581], [-0.770, -2.450, 4.109], [-1.259, 2.032, -2.497], [-0.608, 1.325, -2.356], [-1.147, 2.297, -3.418], [-0.048, 4.323, 0.061], [0.016, 3.451, 0.490], [0.129, 4.957, 0.766], [-2.527, 3.733, -0.664], [-2.804, 4.625, -0.415], [-1.544, 3.794, -0.763], [0.467, -3.581, -0.704], [-0.456, -3.296, -0.533], [0.993, -3.215, 0.035], [4.330, 1.015, 3.796], [4.526, 1.072, 4.737], [3.697, 0.293, 3.725], [4.666, -0.809, 0.519], [5.050, -1.394, -0.144], [4.020, -1.355, 0.980]]
}

---

No. 2
{
  "formula": "C2HKLi2O2",
  "method": "ωB97M-V with the def2-TZVPD basis set",
  "charge": 0,
  "gap_ev": [3.6, 3.6],
  "homo_energy_ev": [-4.04, -4.04],
  "e_above_lowest_ev": 0.000,
  "species": ["O", "C", "C", "Li", "K", "H", "Li", "O"],
  "xyz": [[0.590, -2.110, 0.749], [0.650, -0.738, 0.616], [-0.512, -0.050, 0.887], [-0.300, -1.953, 2.701], [-1.676, -2.238, -0.486], [1.603, -0.277, 0.281], [-0.225, 2.687, -0.225], [-0.838, 1.095, 0.248]]
}

---

No. 3
{
  "formula": "C13H34BaF3N2O9S",
  "method": "ωB97M-V with the def2-TZVPD basis set",
  "charge": 1,
  "gap_ev": 8.8,
  "homo_energy_ev": -11.60,
  "e_above_lowest_ev": 1.551,
  "species": ["Ba", "C", "F", "F", "F", "S", "O", "O", "O", "C", "C", "C", "O", "C", "N", "H", "H", "H", "H", "H", "H", "H", "H", "H", "H", "H", "C", "C", "C", "O", "C", "N", "H", "H", "H", "H", "H", "H", "H", "H", "H", "H", "H", "C", "C", "O", "O", "H", "H", "H", "H", "H", "H", "C", "C", "O", "O", "H", "H", "H", "H", "H", "H"],
  "xyz": [[0.255, 0.179, 0.077], [-4.101, 0.519, -2.474], [-5.316, 1.066, -2.580], [-4.160, -0.573, -1.724], [-3.700, 0.176, -3.716], [-2.919, 1.817, -1.619], [-2.966, 2.979, -2.538], [-3.511, 2.120, -0.318], [-1.629, 1.091, -1.484], [4.197, -1.577, -2.195], [2.806, -1.053, -1.912], [1.661, -1.708, -2.705], [0.336, -1.231, -2.295], [-0.683, -1.782, -3.069], [2.577, -1.139, -0.456], [4.609, -1.426, -3.192], [4.128, -2.636, -1.946], [4.929, -1.230, -1.466], [2.881, 0.004, -2.168], [1.791, -2.787, -2.613], [1.951, -1.502, -3.735], [-1.565, -1.207, -2.786], [-0.829, -2.822, -2.780], [-0.458, -1.552, -4.111], [2.754, -2.133, -0.427], [3.428, -0.805, -0.026], [-0.181, -0.341, 4.891], [-0.489, -0.103, 3.387], [-0.664, 1.440, 3.107], [-0.936, 1.737, 1.778], [-1.369, 3.065, 1.594], [0.705, -0.609, 2.704], [0.327, 0.540, 5.284], [0.354, -1.275, 5.060], [-1.101, -0.435, 5.469], [-1.364, -0.680, 3.087], [0.110, 2.102, 3.496], [-1.380, 1.793, 3.849], [-2.303, 3.151, 2.149], [-1.418, 3.375, 0.550], [-0.663, 3.774, 2.025], [0.719, -1.619, 2.727], [1.552, -0.308, 3.163], [-2.518, -2.454, 0.425], [-1.301, -3.374, 0.733], [-0.093, -2.768, 0.139], [-2.269, -1.046, 0.625], [-3.438, -2.790, 0.902], [-2.873, -2.722, -0.570], [-1.501, -4.362, 0.320], [-1.087, -3.269, 1.797], [0.563, -3.462, 0.226], [-3.133, -0.718, 0.881], [1.705, 3.235, -1.219], [2.538, 2.759, -0.038], [1.678, 2.328, 0.990], [1.106, 2.123, -1.819], [2.245, 3.784, -1.990], [0.852, 3.815, -0.866], [3.280, 3.405, 0.431], [3.245, 1.957, -0.251], [2.019, 2.715, 1.800], [0.617, 2.447, -2.579]]
}

---

No. 4
{
  "formula": "C36H80NO16P4S",
  "method": "ωB97M-V with the def2-TZVPD basis set",
  "charge": 1,
  "gap_ev": 7.6,
  "homo_energy_ev": -11.69,
  "species": ["C", "C", "C", "C", "C", "C", "C", "C", "C", "C", "C", "C", "C", "C", "N", "C", "C", "C", "C", "C", "C", "C", "C", "C", "C", "S", "H", "H", "H", "H", "H", "H", "H", "H", "H", "H", "H", "H", "H", "H", "H", "H", "H", "H", "H", "H", "H", "H", "H", "H", "H", "H", "H", "H", "H", "H", "H", "H", "H", "H", "H", "H", "H", "H", "H", "H", "H", "H", "H", "H", "C", "O", "P", "O", "O", "C", "O", "C", "H", "H", "H", "H", "H", "H", "H", "H", "H", "C", "O", "P", "O", "O", "C", "O", "C", "H", "H", "H", "H", "H", "H", "H", "H", "H", "C", "O", "P", "O", "O", "C", "O", "C", "H", "H", "H", "H", "H", "H", "H", "H", "H", "C", "O", "P", "O", "O", "C", "O", "C", "H", "H", "H", "H", "H", "H", "H", "H", "H"],
  "xyz": [[-2.632, -5.120, 6.899], [-3.477, -6.418, 6.418], [-2.689, -7.290, 5.324], [-1.309, -7.957, 5.900], [-1.082, -9.315, 5.070], [0.062, -9.244, 3.941], [0.083, -7.893, 3.073], [-0.180, -8.143, 1.478], [-0.658, -6.687, 0.905], [-0.235, -6.438, -0.629], [0.854, -5.253, -0.715], [0.256, -3.839, -0.233], [1.270, -2.604, -0.454], [1.207, -1.665, -1.680], [2.111, -0.543, -1.818], [3.135, -0.235, -0.820], [3.317, -1.129, 0.452], [4.440, -0.749, 1.537], [3.758, -0.305, 2.951], [2.682, 0.889, 2.778], [3.499, 2.272, 2.821], [2.610, 3.600, 2.641], [1.210, 3.388, 1.879], [0.639, 4.734, 1.173], [2.358, -2.356, 0.642], [2.483, -3.497, 2.112], [-3.326, -4.519, 7.578], [-1.702, -5.505, 7.439], [-2.389, -4.471, 5.975], [-3.792, -7.102, 7.281], [-4.439, -5.999, 5.926], [-2.514, -6.628, 4.408], [-3.406, -8.128, 4.990], [-1.367, -8.086, 7.032], [-0.474, -7.191, 5.656], [-0.728, -10.109, 5.838], [-2.044, -9.756, 4.614], [1.062, -9.490, 4.450], [-0.140, -10.127, 3.218], [-0.678, -7.103, 3.385], [1.143, -7.443, 3.137], [0.739, -8.547, 0.936], [-1.112, -8.817, 1.378], [-0.079, -5.920, 1.557], [-1.769, -6.488, 1.120], [0.216, -7.401, -1.050], [-1.185, -6.171, -1.212], [1.743, -5.482, -0.009], [1.199, -5.104, -1.805], [0.009, -3.882, 0.898], [-0.754, -3.573, -0.738], [0.425, -1.868, -2.492], [2.027, 0.067, -2.645], [3.760, 0.698, -1.036], [4.967, 0.210, 1.157], [5.253, -1.540, 1.662], [4.576, 0.042, 3.692], [3.211, -1.166, 3.470], [2.005, 0.850, 3.714], [1.989, 0.768, 1.879], [4.300, 2.246, 1.999], [4.019, 2.306, 3.856], [3.227, 4.339, 1.997], [2.400, 4.143, 3.637], [1.394, 2.643, 1.009], [0.448, 2.984, 2.630], [-0.259, 5.159, 1.755], [1.439, 5.542, 1.054], [0.297, 4.450, 0.114], [3.821, -3.343, 2.498], [5.643, 3.528, -5.818], [4.461, 2.811, -5.493], [4.591, 1.254, -5.143], [5.517, 0.935, -4.034], [4.937, 0.561, -6.547], [6.304, 0.324, -6.862], [3.069, 0.815, -4.891], [2.063, 1.314, -5.767], [6.506, 3.147, -5.267], [5.827, 3.453, -6.892], [5.496, 4.577, -5.561], [6.871, 0.018, -5.980], [6.750, 1.223, -7.292], [6.356, -0.478, -7.599], [2.437, 1.427, -6.787], [1.711, 2.280, -5.398], [1.227, 0.614, -5.776], [-4.968, 5.699, 0.424], [-4.594, 6.916, 1.047], [-3.618, 6.850, 2.318], [-2.332, 6.155, 2.085], [-4.530, 6.227, 3.484], [-4.471, 4.826, 3.707], [-3.482, 8.382, 2.745], [-4.646, 9.200, 2.729], [-4.165, 4.960, 0.476], [-5.866, 5.307, 0.907], [-5.194, 5.899, -0.624], [-3.456, 4.442, 3.583], [-5.145, 4.309, 3.021], [-4.792, 4.624, 4.730], [-5.540, 8.635, 3.004], [-4.774, 9.624, 1.731], [-4.513, 10.015, 3.442], [3.181, -7.141, -3.822], [3.422, -7.780, -5.062], [2.164, -8.106, -6.002], [1.327, -6.939, -6.353], [1.398, -9.293, -5.239], [0.321, -8.953, -4.378], [2.832, -8.850, -7.248], [3.858, -9.804, -7.002], [2.332, -6.456, -3.884], [2.992, -7.897, -3.057], [4.071, -6.575, -3.540], [-0.272, -8.131, -4.783], [0.703, -8.680, -3.391], [-0.327, -9.824, -4.272], [3.688, -10.348, -6.071], [4.821, -9.292, -6.957], [3.877, -10.517, -7.827], [-4.421, 15.480, -0.582], [-5.603, 14.762, -0.265], [-5.475, 13.200, 0.070], [-4.547, 12.870, 1.174], [-5.125, 12.522, -1.343], [-3.759, 12.290, -1.657], [-6.991, 12.759, 0.316], [-7.997, 13.265, -0.552], [-3.560, 15.094, -0.033], [-4.237, 15.416, -1.656], [-4.568, 16.527, -0.315], [-3.193, 11.976, -0.777], [-3.313, 13.194, -2.077], [-3.704, 11.495, -2.403], [-7.625, 13.388, -1.572], [-8.350, 14.226, -0.173], [-8.832, 12.564, -0.566]]
}

---

No. 5
{
  "formula": "C4H8NiO3",
  "method": "ωB97M-V with the def2-TZVPD basis set",
  "charge": 1,
  "gap_ev": [9.5, 7.1],
  "homo_energy_ev": [-12.93, -12.97],
  "e_above_lowest_ev": 4.139,
  "multiplicity": 4,
  "species": ["O", "C", "Ni", "O", "C", "H", "H", "C", "H", "H", "O", "C", "H", "H", "H", "H"],
  "xyz": [[-1.860, 1.298, -0.153], [-0.897, 0.471, -0.107], [1.912, 0.248, -0.214], [0.235, 0.696, -0.486], [-3.251, 0.829, -0.028], [-3.641, 1.380, 0.835], [-3.728, 1.119, -0.970], [-3.261, -0.671, 0.182], [-3.226, -1.013, -0.869], [-2.620, -1.706, 0.307], [3.589, 0.380, -0.038], [4.725, -0.408, 0.044], [4.720, -1.060, 0.940], [4.849, -1.068, -0.836], [5.637, 0.216, 0.108], [-3.183, -0.710, 1.284]]
}

---

No. 6
{
  "formula": "C15H16Br2MoN3O4S6",
  "method": "ωB97M-V with the def2-TZVPD basis set",
  "charge": 1,
  "gap_ev": [4.3, 4.6],
  "homo_energy_ev": [-10.27, -10.26],
  "e_above_lowest_ev": 0.067,
  "multiplicity": 3,
  "species": ["Mo", "Br", "C", "Br", "H", "H", "O", "C", "O", "C", "C", "C", "N", "C", "C", "C", "O", "O", "H", "H", "H", "C", "N", "C", "S", "N", "C", "H", "H", "H", "H", "H", "H", "H", "H", "C", "S", "C", "C", "S", "S", "C", "S", "S", "H", "H", "H"],
  "xyz": [[-0.321, 1.085, -0.019], [0.708, -0.302, 2.036], [-0.691, -0.736, 3.342], [-2.080, -1.812, 2.626], [-1.079, 0.210, 3.699], [-0.148, -1.285, 4.102], [5.976, 0.466, -3.132], [5.340, -0.542, -2.811], [5.482, -1.749, -3.030], [3.976, -0.208, -2.175], [3.015, -1.193, -1.979], [1.790, -0.876, -1.441], [1.475, 0.384, -1.063], [2.437, 1.335, -1.209], [3.661, 1.091, -1.769], [2.043, 2.667, -0.669], [2.559, 3.713, -0.897], [0.926, 2.542, 0.115], [3.269, -2.206, -2.265], [1.017, -1.620, -1.306], [4.391, 1.878, -1.908], [-0.721, -0.237, -4.869], [-0.770, -0.390, -3.412], [-1.780, -0.660, -2.605], [-1.441, -0.869, -0.887], [-3.034, -0.873, -2.958], [-3.676, -0.854, -4.276], [0.318, -0.352, -5.164], [-1.069, 0.749, -5.172], [-1.299, -1.012, -5.362], [0.110, -0.258, -2.930], [-3.636, -1.108, -2.182], [-3.539, -1.801, -4.795], [-3.303, -0.032, -4.877], [-4.737, -0.689, -4.107], [-0.956, 4.297, -1.335], [-1.315, 2.580, -1.811], [-2.980, 2.375, -1.290], [-3.299, 2.059, -0.022], [-2.137, 1.840, 1.281], [-4.989, 1.804, 0.290], [-5.557, 2.047, -1.351], [-7.090, 1.840, -1.812], [-4.276, 2.539, -2.438], [-0.095, 4.616, -1.917], [-0.737, 4.349, -0.273], [-1.833, 4.884, -1.599]]
}

---

What is the formula in the fifth record?
C4H8NiO3

---

Repeat the third record exactly.
{
  "formula": "C13H34BaF3N2O9S",
  "method": "ωB97M-V with the def2-TZVPD basis set",
  "charge": 1,
  "gap_ev": 8.8,
  "homo_energy_ev": -11.60,
  "e_above_lowest_ev": 1.551,
  "species": ["Ba", "C", "F", "F", "F", "S", "O", "O", "O", "C", "C", "C", "O", "C", "N", "H", "H", "H", "H", "H", "H", "H", "H", "H", "H", "H", "C", "C", "C", "O", "C", "N", "H", "H", "H", "H", "H", "H", "H", "H", "H", "H", "H", "C", "C", "O", "O", "H", "H", "H", "H", "H", "H", "C", "C", "O", "O", "H", "H", "H", "H", "H", "H"],
  "xyz": [[0.255, 0.179, 0.077], [-4.101, 0.519, -2.474], [-5.316, 1.066, -2.580], [-4.160, -0.573, -1.724], [-3.700, 0.176, -3.716], [-2.919, 1.817, -1.619], [-2.966, 2.979, -2.538], [-3.511, 2.120, -0.318], [-1.629, 1.091, -1.484], [4.197, -1.577, -2.195], [2.806, -1.053, -1.912], [1.661, -1.708, -2.705], [0.336, -1.231, -2.295], [-0.683, -1.782, -3.069], [2.577, -1.139, -0.456], [4.609, -1.426, -3.192], [4.128, -2.636, -1.946], [4.929, -1.230, -1.466], [2.881, 0.004, -2.168], [1.791, -2.787, -2.613], [1.951, -1.502, -3.735], [-1.565, -1.207, -2.786], [-0.829, -2.822, -2.780], [-0.458, -1.552, -4.111], [2.754, -2.133, -0.427], [3.428, -0.805, -0.026], [-0.181, -0.341, 4.891], [-0.489, -0.103, 3.387], [-0.664, 1.440, 3.107], [-0.936, 1.737, 1.778], [-1.369, 3.065, 1.594], [0.705, -0.609, 2.704], [0.327, 0.540, 5.284], [0.354, -1.275, 5.060], [-1.101, -0.435, 5.469], [-1.364, -0.680, 3.087], [0.110, 2.102, 3.496], [-1.380, 1.793, 3.849], [-2.303, 3.151, 2.149], [-1.418, 3.375, 0.550], [-0.663, 3.774, 2.025], [0.719, -1.619, 2.727], [1.552, -0.308, 3.163], [-2.518, -2.454, 0.425], [-1.301, -3.374, 0.733], [-0.093, -2.768, 0.139], [-2.269, -1.046, 0.625], [-3.438, -2.790, 0.902], [-2.873, -2.722, -0.570], [-1.501, -4.362, 0.320], [-1.087, -3.269, 1.797], [0.563, -3.462, 0.226], [-3.133, -0.718, 0.881], [1.705, 3.235, -1.219], [2.538, 2.759, -0.038], [1.678, 2.328, 0.990], [1.106, 2.123, -1.819], [2.245, 3.784, -1.990], [0.852, 3.815, -0.866], [3.280, 3.405, 0.431], [3.245, 1.957, -0.251], [2.019, 2.715, 1.800], [0.617, 2.447, -2.579]]
}